# 1
DFT (ωB97M-V/def2-TZVPD) results for a cluster of 2 separate species, C12H16N2 in total at a distorted geometry.

Properties
Net charge: 0
Structure (SMILES): Cc1c[nH]cn1.CCc1ccccc1
Highest occupied orbital energy (Ha): -0.314

```
30
Properties=species:S:1:pos:R:3:forces:R:3
C 1.471 -1.396 2.003 0.78 0.09 -1.21
C -0.005 -1.223 1.957 0.04 -1.00 1.19
C -0.959 -2.209 2.045 0.57 0.05 -0.09
N -2.154 -1.552 2.144 -1.07 0.41 0.71
C -1.882 -0.224 2.205 0.82 0.33 0.11
N -0.595 -0.002 2.100 -0.23 0.52 -0.36
H 1.810 -2.343 1.596 -0.35 -0.41 -0.05
H 1.967 -1.331 2.973 -0.45 0.38 0.14
H 1.920 -0.677 1.309 0.06 0.18 0.37
H -0.863 -3.281 2.131 -0.11 0.11 -0.22
H -3.014 -1.906 2.539 0.17 -0.30 -0.44
H -2.587 0.573 2.391 -0.28 -0.34 -0.15
C -2.114 1.594 -2.460 -0.66 0.15 -0.57
C -1.481 0.934 -1.247 0.36 0.08 0.03
C 0.022 0.811 -1.376 -0.25 0.27 0.43
C 0.628 0.024 -2.335 0.35 -0.26 -0.45
C 2.014 -0.021 -2.439 0.14 -0.28 -0.28
C 2.815 0.619 -1.522 0.09 1.04 0.33
C 2.206 1.392 -0.529 0.28 -0.11 0.15
C 0.835 1.504 -0.472 -0.45 -0.52 -0.07
H -3.181 1.820 -2.374 -0.05 -0.35 0.40
H -2.027 0.910 -3.289 0.02 -0.22 -0.49
H -1.708 2.540 -2.813 0.62 0.04 0.41
H -1.690 1.482 -0.329 -0.10 -0.03 0.03
H -1.885 -0.077 -1.139 -0.18 0.11 0.08
H 0.084 -0.598 -3.041 -0.32 0.29 0.11
H 2.461 -0.555 -3.271 0.00 -0.14 0.14
H 3.897 0.650 -1.604 -0.10 -0.31 -0.04
H 2.786 1.887 0.243 0.15 -0.01 -0.18
H 0.343 2.009 0.348 0.15 0.23 -0.04
```
Positions in Å, forces in eV/Å.

***

# 2
DFT (ωB97M-V/def2-TZVPD) results for a cluster of 2 separate species, C12H16N2O in total at a distorted geometry.

Properties
Net charge: -1
<S²>: 0.7652
Spin multiplicity: 2
Highest occupied orbital energy (alpha / beta) (Ha): 0.016 / -0.133

```
31
Properties=species:S:1:pos:R:3:forces:R:3
C 1.497 2.425 -0.940 -0.36 0.76 1.59
C -0.110 -0.730 -1.907 2.30 0.48 1.02
C 0.969 0.033 -1.384 -2.50 1.45 -0.58
C 0.618 1.458 -1.628 3.47 -3.78 1.76
C -0.502 1.467 -2.325 -3.55 -0.03 -2.44
C -0.075 -2.098 -1.561 -2.03 -0.14 -2.14
C 0.791 -2.619 -0.643 3.61 -0.93 3.58
C 1.951 -0.462 -0.462 -0.16 1.07 0.39
C 1.785 -1.771 0.019 -1.54 -1.83 -0.62
N -1.005 0.113 -2.541 2.45 1.23 1.46
H -1.801 -0.162 -3.054 -0.62 -0.06 -0.39
H -0.459 -2.790 -2.260 -1.06 -0.82 -0.62
H -1.001 2.258 -2.889 0.20 -0.14 0.35
H 0.785 -3.773 -0.378 -0.12 2.54 -0.56
H 2.468 0.401 0.004 0.19 -1.26 0.22
H 2.620 2.366 -1.157 -1.64 -0.41 0.78
H 1.136 2.539 0.198 1.52 -0.75 -2.07
H 2.292 -2.180 0.918 -0.05 0.37 -0.84
H 1.195 3.351 -1.301 -0.23 2.31 -0.77
C -0.548 -0.642 2.645 -0.76 -0.42 -2.84
C -1.532 -1.090 3.667 -2.15 -1.03 -2.12
C -0.929 0.752 1.980 0.86 -1.99 -0.67
O -0.478 1.667 2.583 0.62 3.25 1.68
N -1.604 0.995 0.772 0.24 0.59 1.95
H 0.455 -0.669 3.091 -0.17 0.72 -0.66
H -0.601 -1.334 1.809 0.54 -0.49 -0.10
H -1.421 -0.403 4.458 -0.81 0.33 1.50
H -1.504 -2.155 3.875 1.11 -0.09 0.83
H -1.471 1.964 0.442 -0.01 -0.98 0.37
H -1.571 0.331 0.051 0.13 -1.17 -1.02
H -2.533 -1.180 3.138 0.53 1.21 0.96
```
Positions in Å, forces in eV/Å.

***

# 3
DFT (ωB97M-V/def2-TZVPD) results for a cluster of 2 separate species, C12H16N2O in total at a distorted geometry.

Properties
Net charge: 0
Structure (SMILES): Cc1c[nH]c2ccccc12.CCC(N)=O
Highest occupied orbital energy (Ha): -0.310

```
31
Properties=species:S:1:pos:R:3:forces:R:3
C 1.641 2.384 2.604 -0.32 1.15 0.59
C 1.382 1.874 1.235 1.68 -1.17 0.50
C 2.277 1.251 0.429 -0.56 -0.80 -1.03
N 1.624 0.647 -0.685 -0.33 1.56 0.13
C 0.305 1.102 -0.605 -1.39 0.42 -0.59
C -0.779 1.108 -1.521 1.08 -1.27 -0.17
C -2.022 1.501 -1.126 -0.27 1.38 -0.23
C -2.226 2.155 0.106 -0.01 -1.32 0.06
C -1.186 2.193 1.005 0.04 0.24 -0.33
C 0.094 1.732 0.624 -0.27 0.27 0.08
H 0.826 3.109 2.745 0.12 -0.32 0.79
H 2.550 2.972 2.806 -0.03 -0.29 -0.75
H 1.669 1.604 3.377 -0.53 0.12 -0.24
H 3.328 1.038 0.426 0.32 0.37 0.70
H 2.101 0.804 -1.563 -0.08 -0.38 -0.16
H -0.724 0.715 -2.530 0.45 -0.15 0.06
H -2.784 1.443 -1.897 -0.24 0.06 0.34
H -3.214 2.468 0.412 0.00 0.12 -0.09
H -1.407 2.606 1.975 0.40 0.17 0.27
C -1.546 -3.121 -1.723 -0.95 0.55 -0.84
C -0.462 -2.295 -1.114 2.32 -0.92 1.52
C -0.006 -2.931 0.212 1.07 0.22 0.04
N 1.325 -2.655 0.600 -0.17 0.41 0.15
O -0.650 -3.686 0.895 -0.61 0.23 0.04
H -1.115 -3.931 -2.314 -0.05 -0.07 0.16
H -2.109 -2.490 -2.429 -0.14 -0.37 0.22
H -2.215 -3.550 -0.962 0.22 0.28 -0.30
H 0.497 -2.385 -1.652 -0.41 0.22 -0.55
H -0.536 -1.219 -0.912 -0.75 -0.42 -0.20
H 1.409 -2.333 1.552 -0.06 -0.55 0.26
H 1.953 -2.111 0.029 -0.51 0.24 -0.45
```
Positions in Å, forces in eV/Å.

***

# 4
DFT (ωB97M-V/def2-TZVPD) results for a cluster of 2 separate species, C12H16N2O in total at a distorted geometry.

Properties
Net charge: +1
<S²>: 0.7644
Spin multiplicity: 2
Highest occupied orbital energy (alpha / beta) (Ha): -0.426 / -0.426

```
31
Properties=species:S:1:pos:R:3:forces:R:3
C -0.695 2.036 -2.349 2.44 -0.63 -0.37
C -0.690 -2.239 -2.179 -0.07 -1.14 -0.26
C -1.883 -1.557 -2.357 -0.40 1.64 0.33
C 0.541 -1.605 -2.289 -0.64 0.33 0.46
C -1.849 -0.150 -2.534 0.59 -1.17 1.00
C 0.532 -0.221 -2.375 0.49 -0.20 -0.03
C -0.639 0.520 -2.345 -1.52 0.49 -1.39
O -0.663 -3.607 -1.972 0.20 0.50 0.18
H -2.861 -1.993 -2.177 0.18 -0.46 -0.51
H -1.481 -3.992 -2.287 -0.25 -0.15 -0.03
H 1.455 -2.179 -2.229 0.04 -0.04 -0.28
H -2.742 0.432 -2.754 0.01 -0.28 0.31
H 1.468 0.254 -2.611 0.30 0.42 0.49
H 0.385 2.304 -2.237 -0.92 0.54 0.47
H -1.335 2.420 -1.557 0.14 0.19 -0.14
H -0.926 2.443 -3.332 -0.56 -0.03 0.06
C 0.848 1.305 3.689 0.90 -0.23 0.32
C 0.991 2.606 2.875 2.20 0.49 -0.13
C 0.937 0.184 2.737 -0.73 -0.47 0.30
C -0.123 -0.194 1.849 -0.83 -2.16 -1.96
C 1.486 -1.655 1.798 -0.45 -1.69 1.75
N 1.916 -0.747 2.662 -0.56 0.80 -0.20
N 0.221 -1.403 1.315 0.13 2.51 0.25
H 1.573 0.982 4.462 0.08 1.23 -0.30
H -0.091 1.502 4.218 -0.24 -1.06 -0.34
H 0.896 3.457 3.521 -0.85 0.39 0.36
H -1.094 0.159 1.512 0.28 0.68 0.54
H 1.767 -2.706 1.938 0.67 0.49 -0.98
H -0.248 -1.801 0.505 0.11 -0.35 0.06
H 0.305 2.610 2.039 -0.38 0.23 0.03
H 1.998 2.834 2.465 -0.37 -0.87 0.00
```
Positions in Å, forces in eV/Å.

***

Energy for the records above, in order: -576.36432, -651.51970, -651.60655, -651.27969 hartree
Relative energy (zero: lowest compared OMol25 entry of this formula, charge and spin) for the records above, in order: 41.1, 246.9, 97.2, 231.6 kJ/mol